1.
{"formula": "C20H37ClN2O9S3", "method": "ωB97M-V/def2-TZVPD", "energy_ev": -87772.822, "e_lumo_ev": 0.2, "fmax_ha_per_bohr": 0.0262, "charge": 0, "elements": ["C", "C", "C", "C", "C", "O", "N", "C", "C", "C", "C", "C", "C", "C", "C", "S", "O", "O", "Cl", "O", "S", "O", "O", "C", "N", "C", "C", "C", "H", "H", "H", "H", "H", "H", "H", "H", "H", "H", "H", "H", "H", "H", "H", "H", "H", "H", "H", "H", "H", "H", "H", "H", "H", "H", "H", "H", "H", "O", "S", "O", "O", "C", "C", "C", "H", "H", "H", "H", "H", "H", "H", "H"], "xyz": [[-0.1739, 0.3780, -2.6910], [0.6298, -0.5012, -2.0772], [1.4242, -0.1952, -0.8106], [2.3088, 1.0792, -0.8313], [3.1903, 1.4300, -2.0115], [4.3361, 1.7271, -1.8133], [2.6343, 1.4967, -3.3307], [2.9580, 0.2538, -4.0500], [3.2124, 2.6240, -4.0704], [0.3690, 0.0189, 0.3086], [-0.1272, -1.2694, 0.9382], [-1.3030, -0.9549, 1.8729], [-2.6652, -1.0625, 1.1935], [-3.0274, -2.4850, 0.7491], [-4.0903, -2.5532, -0.3629], [-3.4931, -1.8104, -1.8525], [-3.7598, -0.4071, -1.8719], [-2.1559, -2.2638, -2.0803], [-4.6890, -2.6709, -3.2693], [0.9023, -1.8874, 1.7692], [2.4054, -1.6086, 1.3430], [3.1475, -2.7803, 1.7048], [2.8898, -0.3816, 1.8993], [2.2461, -1.4703, -0.4565], [3.5337, -1.4460, -1.0905], [4.2689, -2.4953, -1.0902], [3.7905, -3.9204, -0.9697], [5.7417, -2.2909, -1.2990], [0.1149, 1.4161, -2.8253], [-1.1517, 0.0948, -3.0653], [0.6930, -1.5021, -2.5018], [1.6309, 1.9243, -0.6661], [2.9753, 1.0571, 0.0274], [2.1796, 0.0309, -4.7817], [3.9190, 0.3330, -4.5686], [3.0190, -0.5932, -3.3697], [2.7805, 2.5944, -5.0729], [4.2944, 2.5314, -4.1958], [2.9507, 3.5700, -3.6027], [-0.4869, 0.5664, -0.0817], [0.8128, 0.6492, 1.0825], [-0.4565, -1.9666, 0.1651], [-1.2684, -1.6830, 2.6867], [-1.1463, 0.0536, 2.2536], [-3.4069, -0.7746, 1.9428], [-2.7544, -0.3180, 0.4015], [-3.4841, -3.0054, 1.5926], [-2.1701, -3.0623, 0.4059], [-4.3328, -3.5945, -0.5661], [-4.9905, -2.0333, -0.0359], [1.6004, -2.3082, -0.7545], [4.5131, -4.5665, -1.4665], [3.7258, -4.2543, 0.0627], [2.8177, -4.0326, -1.4484], [5.8938, -1.3022, -1.7294], [6.2648, -2.4021, -0.3509], [6.1088, -3.0112, -2.0334], [-3.0797, 2.0255, 2.3621], [-3.7489, 3.2636, 2.6328], [-3.0904, 4.5031, 2.3685], [-4.2584, 3.2443, 4.1359], [-3.2925, 2.9294, 5.1664], [-2.3875, 4.0996, 5.4905], [-5.3276, 3.2673, 1.8595], [-2.7194, 2.0492, 4.8722], [-3.8873, 2.6572, 6.0357], [-1.7252, 4.3315, 4.6577], [-1.7744, 3.8626, 6.3600], [-2.9762, 4.9919, 5.7018], [-5.8388, 2.3394, 2.0993], [-5.1564, 3.3440, 0.7879], [-5.8874, 4.1274, 2.2161]], "forces_ev_per_a": [[0.1, 0.0, 0.0], [-0.1, 0.4, -0.4], [0.5, 0.1, -0.5], [-0.3, -0.2, 0.0], [0.1, -0.3, 0.1], [0.5, 0.4, 0.1], [0.3, 0.1, 0.0], [-0.4, -0.2, -0.1], [-0.2, -0.3, -0.4], [0.3, 0.1, 0.0], [-0.8, 0.9, 0.4], [0.3, -0.6, -0.3], [-0.1, 0.1, 0.4], [-0.2, 0.2, -0.4], [-0.1, -0.2, 0.9], [0.5, 0.4, 0.0], [-0.2, -0.1, 0.0], [-0.2, -0.2, -0.1], [0.0, 0.0, 0.1], [0.1, 0.0, -0.6], [1.2, -0.3, 0.5], [-0.4, -0.1, -0.2], [-0.5, 0.2, -0.2], [-0.7, 0.3, -1.0], [0.5, 0.0, 1.2], [-0.2, 0.1, -0.2], [0.2, 0.0, 0.1], [-0.4, 0.1, -1.1], [-0.4, 0.3, 1.1], [0.5, -0.4, -1.1], [-0.8, -0.4, 0.9], [0.0, 0.1, -0.3], [0.0, -0.1, 0.0], [0.0, 0.1, -0.1], [0.1, 0.0, 0.1], [0.0, 0.0, 0.1], [-0.1, 0.1, 0.0], [0.1, 0.1, 0.2], [0.1, 0.0, 0.1], [0.0, -0.1, -0.1], [0.0, -0.1, 0.2], [0.3, -0.2, 0.0], [0.0, 0.2, 0.2], [-0.2, -0.1, 0.3], [0.0, 0.2, -0.1], [0.1, -0.1, -0.2], [0.2, -0.2, 0.0], [0.1, 0.0, 0.1], [0.0, 0.0, -0.2], [-0.1, 0.1, -0.4], [0.2, -0.3, 0.3], [-0.1, 0.0, -0.1], [-0.1, 0.1, 0.1], [0.0, -0.1, 0.1], [0.1, 0.1, 0.4], [0.0, 0.0, 0.0], [0.2, -0.2, 0.3], [0.2, 0.0, -0.1], [-0.3, 0.1, 0.1], [0.1, 0.0, -0.1], [-0.1, 0.0, 0.0], [0.3, -0.1, 0.4], [0.0, 0.1, -0.2], [-0.1, 0.0, 0.0], [-0.1, 0.0, -0.1], [-0.2, 0.0, -0.1], [0.0, 0.0, 0.0], [0.0, 0.0, 0.0], [0.0, 0.0, 0.1], [0.0, 0.0, 0.0], [0.0, 0.0, 0.0], [0.0, 0.0, 0.0]]}

2.
{"formula": "C20H37F3LiNO20", "method": "ωB97M-V/def2-TZVPD", "energy_ev": -72136.465, "e_lumo_ev": 0.1, "fmax_ha_per_bohr": 0.0955, "charge": 0, "elements": ["Li", "N", "H", "H", "H", "H", "C", "O", "H", "H", "H", "C", "O", "H", "H", "H", "C", "C", "O", "C", "O", "O", "F", "H", "H", "H", "C", "C", "O", "C", "O", "O", "F", "H", "H", "H", "C", "C", "O", "C", "O", "O", "F", "H", "H", "H", "C", "O", "C", "O", "O", "C", "H", "H", "H", "H", "H", "H", "C", "O", "C", "O", "O", "C", "H", "H", "H", "H", "H", "H", "C", "O", "C", "O", "O", "C", "H", "H", "H", "H", "H", "H"], "xyz": [[0.6475, 0.4928, -0.4192], [-1.1772, -2.0520, 1.0003], [-0.2408, -1.9654, 0.6319], [-1.1339, -2.4761, 1.9159], [-1.7249, -2.4669, 0.2600], [-1.4716, -1.0881, 1.0658], [-1.9862, 1.6815, 1.3339], [-1.0738, 0.7818, 0.7334], [-1.6866, 2.7051, 1.1090], [-2.9525, 1.4118, 0.9076], [-1.9993, 1.4727, 2.4036], [2.2712, -2.3318, -0.5191], [1.3253, -1.4527, -0.0174], [1.8273, -2.6831, -1.4506], [3.2535, -1.9923, -0.8478], [2.5298, -3.1886, 0.1032], [-3.0359, 0.5558, -3.4966], [-3.5142, 1.3309, -2.2262], [-3.9316, 0.2088, -1.5401], [-4.3290, -0.7392, -2.3121], [-5.0865, -1.6493, -2.0002], [-4.0185, -0.3931, -3.5932], [-4.5835, 2.0843, -2.4463], [-2.0255, 0.1586, -3.3988], [-3.0167, 1.1933, -4.3806], [-2.7672, 1.9511, -1.7307], [3.4406, 0.4483, 2.5883], [3.5737, -1.0675, 2.8420], [3.5208, -1.1437, 4.2466], [3.7758, 0.0856, 4.7678], [3.9491, 0.2919, 5.9481], [3.6859, 0.9740, 3.8687], [4.7122, -1.6326, 2.4622], [2.4341, 0.7543, 2.3031], [4.2153, 0.7785, 1.8962], [2.7954, -1.6094, 2.3048], [-0.4133, 0.8282, 5.1041], [-1.4393, -0.2454, 4.7636], [-1.6410, -0.8486, 6.0105], [-0.6170, -0.6503, 6.8394], [-0.4114, -1.2525, 7.8377], [0.1017, 0.3498, 6.3202], [-0.9872, -1.1413, 3.8522], [-0.9642, 1.7056, 5.4429], [0.3572, 0.9232, 4.3390], [-2.3898, 0.1181, 4.3731], [-0.1791, 3.6300, -2.9462], [0.5282, 2.7723, -3.7592], [0.7064, 1.5456, -3.3445], [0.1686, 1.0102, -2.4052], [1.7786, 1.0091, -4.0869], [2.0968, -0.3848, -3.9469], [-1.0722, 3.1624, -2.5317], [-0.5139, 4.5802, -3.3623], [0.6108, 3.8480, -2.2275], [1.2360, -0.9906, -3.6640], [2.8185, -0.5840, -3.1546], [2.5104, -0.7521, -4.8861], [-0.7945, -2.6977, -3.4334], [-1.9513, -3.5603, -3.3381], [-2.5953, -3.7275, -2.1530], [-2.4144, -3.1004, -1.1482], [-3.6280, -4.5828, -2.3623], [-4.5582, -4.7616, -1.3040], [-0.8163, -1.8837, -2.7088], [-0.9021, -2.1477, -4.3682], [0.0334, -3.4043, -3.3752], [-5.1131, -3.8597, -1.0454], [-4.0501, -5.1275, -0.4117], [-5.3233, -5.4415, -1.6790], [0.9407, 4.2479, 0.6273], [2.2484, 4.2165, 0.1063], [2.7161, 3.0307, -0.2788], [2.0482, 1.9861, -0.3675], [4.0001, 3.1571, -0.5408], [4.8136, 2.0052, -0.8324], [0.7414, 3.4825, 1.3773], [0.1398, 3.9438, -0.0465], [0.6833, 5.1597, 1.1663], [5.2429, 1.8744, -1.8257], [4.3162, 1.0469, -0.6829], [5.7356, 2.0814, -0.2560]], "forces_ev_per_a": [[-0.5, -0.5, 0.7], [-0.3, 0.0, 0.4], [2.2, 0.2, -0.6], [-0.4, -0.3, -0.1], [-0.5, -0.9, 0.1], [-0.1, 1.8, 0.2], [1.4, -2.1, -1.3], [0.5, -0.2, -0.2], [-0.4, 0.5, 0.3], [-0.7, 0.7, 0.2], [-0.3, 0.5, 0.5], [-1.2, 0.0, -0.9], [0.2, 1.0, 0.8], [0.2, -1.0, -0.5], [0.4, 1.0, 0.2], [-0.3, -0.3, 0.4], [0.8, 3.0, -0.4], [2.2, -1.1, -1.5], [0.6, 1.0, 4.2], [-4.0, -2.5, -1.4], [2.3, 1.6, -0.7], [-0.3, -2.3, -0.2], [-1.2, 1.0, -0.5], [0.0, -0.2, 0.5], [-0.3, 0.0, -0.1], [0.0, -0.7, 0.5], [0.4, -0.9, -0.2], [-2.0, 0.4, 0.0], [-0.2, -0.6, -0.4], [-0.2, -1.8, 4.3], [0.0, -0.4, -1.6], [0.4, 3.5, -1.8], [1.9, -0.1, -0.7], [0.1, -0.3, -0.4], [-0.2, 0.2, 0.0], [-0.4, -0.1, 0.6], [-1.1, -0.4, 0.5], [-0.7, 0.9, 0.4], [-1.8, -1.2, -1.2], [0.7, 0.2, 0.0], [0.0, 0.3, 0.0], [2.2, -0.1, 1.0], [0.5, -0.7, -0.2], [0.2, 0.6, -1.1], [-0.1, 0.4, 0.2], [0.0, 0.0, 0.2], [-0.3, 0.9, 2.1], [0.3, -0.9, -2.8], [2.7, -1.4, -0.3], [-0.2, -0.1, -0.6], [-1.9, 0.7, 0.8], [-0.3, -0.5, 0.6], [0.3, -0.1, 0.3], [0.5, -0.4, -0.9], [-0.9, 0.5, 0.9], [-0.2, 0.2, -0.2], [0.1, 0.5, 0.1], [-0.2, 0.4, 0.0], [-1.0, -0.1, 0.2], [-0.8, -0.3, 1.0], [-1.5, 0.0, -2.1], [0.4, -0.1, 0.4], [1.5, 0.7, -0.3], [-0.6, 0.1, 0.6], [0.3, -0.5, 0.7], [0.2, -0.6, -0.4], [0.4, 0.8, -0.1], [0.5, 0.3, -0.2], [-0.1, -0.2, -0.1], [0.4, -0.3, 0.1], [-2.0, -1.2, 1.2], [0.4, -0.1, -0.2], [-1.3, -1.9, -0.1], [1.3, 2.0, 0.2], [0.6, -0.2, -0.6], [0.7, -1.0, 0.1], [0.8, -0.3, 0.3], [0.3, 0.6, -0.8], [0.7, 0.4, -0.7], [-0.8, 1.1, -0.6], [-0.3, 0.3, 0.6], [-0.4, 0.1, 0.6]]}